Density functional theory data (ωB97M-V/def2-TZVPD) for a cluster of 2 separate species, C3H9BS in total.

Cartesian coordinates (Å):
B 1.390 -0.378 -0.013
C 2.382 0.354 -0.832
C 0.921 -1.085 1.327
C -3.114 0.633 -0.410
S -1.628 0.710 -1.416
H 2.321 1.448 -0.446
H 2.065 0.516 -1.842
H 3.480 -0.008 -0.695
H 1.524 -2.083 1.447
H -0.186 -1.378 1.207
H 1.002 -0.480 2.198
H -2.868 0.572 0.632
H -3.600 -0.311 -0.509
H -3.689 1.490 -0.649

## Properties
maximum force	3.48	eV Å⁻¹
HOMO-LUMO gap (alpha / beta)	0.2550 / 0.2025	Ha
highest occupied orbital energy (alpha / beta)	-7.22 / -6.48	eV

---

Density functional theory data (ωB97M-V/def2-TZVPD) for a cluster of 2 separate species, C3H9BS3 in total.

Cartesian coordinates (Å):
B -2.881 -0.592 -0.562
C 0.319 -0.329 1.411
C 1.190 -0.696 0.135
C 1.082 0.257 -1.053
S -2.364 -1.000 -2.027
S -3.504 -0.067 0.916
S 1.361 2.060 -0.803
H 0.361 0.769 1.578
H -0.693 -0.513 0.986
H 0.639 -0.985 2.171
H 1.063 -1.694 -0.199
H 2.207 -0.623 0.591
H 1.719 -0.072 -1.794
H 0.064 0.276 -1.251
H 2.769 1.913 -0.775
H -3.331 1.296 0.676

## Properties
structure (SMILES)	CCCS.S=BS
maximum force	4.31	eV Å⁻¹
HOMO-LUMO gap	0.3262	Ha
highest occupied orbital energy	-9.01	eV

---

Density functional theory data (ωB97M-V/def2-TZVPD) for the ion C3H9BrN with charge +1.

Cartesian coordinates (Å):
C 0.273 -1.358 0.302
C 1.052 0.817 -0.402
C -1.194 0.533 0.341
N -0.126 -0.130 -0.405
Br -2.019 2.057 -0.724
H 0.688 -1.125 1.325
H -0.468 -2.210 0.268
H 1.095 -1.835 -0.344
H 1.403 0.729 0.708
H 1.926 0.493 -0.944
H 0.800 1.837 -0.530
H -2.030 -0.178 0.346
H -0.787 0.753 1.412
H -0.614 -0.383 -1.352

## Properties
structure (SMILES)	C[NH+](C)CBr
total charge	+1
maximum force	3.45	eV Å⁻¹
HOMO-LUMO gap	0.4094	Ha
highest occupied orbital energy	-14.96	eV

---

Density functional theory data (ωB97M-V/def2-TZVPD) for a structure of composition C3H9BrN3.

Cartesian coordinates (Å):
C 2.133 -0.009 0.568
C -0.043 1.188 -0.020
C -1.321 0.943 -0.770
N -2.095 -1.787 0.209
N -0.968 -1.747 -0.039
N 0.880 0.068 -0.255
Br -2.922 0.582 0.124
H 2.660 0.865 0.484
H 1.863 -0.122 1.622
H 2.587 -0.908 0.151
H 0.403 2.177 -0.252
H -0.463 1.087 1.079
H -1.310 0.881 -1.823
H -2.745 -2.481 0.228
H 1.115 0.026 -1.199
H 0.224 -0.765 -0.107

## Properties
total charge	+1
maximum force	4.16	eV Å⁻¹
HOMO-LUMO gap (alpha / beta)	0.3095 / 0.2879	Ha
highest occupied orbital energy (alpha / beta)	-12.39 / -12.34	eV

---

Density functional theory data (ωB97M-V/def2-TZVPD) for a cluster of 2 separate species, C3H9BrN3 in total.

Cartesian coordinates (Å):
C 1.118 -1.202 -0.396
C 1.889 -0.230 0.416
C 0.496 1.586 -0.061
N -1.732 2.023 -0.066
N -0.678 1.202 -0.107
N -0.324 -1.374 -0.023
Br 3.645 0.360 -0.024
H 1.079 -0.942 -1.456
H 1.592 -2.264 -0.512
H 1.966 -0.291 1.555
H 0.800 2.650 -0.066
H -1.502 3.049 0.039
H -2.663 1.572 0.001
H -0.860 0.040 -0.050
H -0.743 -1.971 -0.781
H -0.544 -1.851 0.790

## Properties
total charge	+1
maximum force	4.61	eV Å⁻¹
HOMO-LUMO gap (alpha / beta)	0.3231 / 0.3231	Ha
highest occupied orbital energy (alpha / beta)	-13.28 / -13.28	eV

---

Density functional theory data (ωB97M-V/def2-TZVPD) for a cluster of 2 separate species, C3H9BrN3 in total.

Cartesian coordinates (Å):
C 2.250 0.604 -0.300
C -0.965 -1.249 -0.739
C -1.033 0.266 -0.207
N 0.253 -0.341 -0.111
N 2.611 0.425 0.900
N -1.992 0.687 0.739
Br 3.059 -0.542 -1.520
H -1.103 -1.383 -1.713
H -1.072 -2.135 -0.120
H 1.842 1.479 -0.661
H -1.069 0.838 -1.098
H 2.053 0.837 1.650
H 3.250 -0.272 1.340
H -1.824 1.647 1.153
H -2.525 0.127 1.278
H 0.435 -0.557 0.921

## Properties
total charge	+1
maximum force	7.30	eV Å⁻¹
HOMO-LUMO gap	0.3294	Ha
highest occupied orbital energy	-13.14	eV

---

Density functional theory data (ωB97M-V/def2-TZVPD) for a cluster of 2 separate species, C3H9BrOSi in total.

Cartesian coordinates (Å):
C 0.068 -1.777 -1.731
C -0.281 1.493 -0.971
C 0.019 0.033 2.070
O 0.003 -1.287 -0.422
Si 0.100 0.160 0.235
Br 3.347 1.289 0.692
H 0.808 -2.591 -1.592
H 0.446 -0.829 -2.429
H -0.936 -2.103 -2.019
H -1.417 1.678 -1.082
H 0.127 2.527 -0.676
H 0.192 1.339 -1.956
H 0.913 0.236 2.827
H -0.696 0.768 2.470
H -0.211 -0.995 2.366

## Properties
maximum force	3.37	eV Å⁻¹
HOMO-LUMO gap	0.2779	Ha
highest occupied orbital energy	-7.89	eV

---

Density functional theory data (ωB97M-V/def2-TZVPD) for the molecule C3H9ClNPS.

Cartesian coordinates (Å):
C 0.164 -1.322 -0.845
C -0.961 0.661 -1.730
C 0.536 -0.186 2.170
N -0.628 -0.189 -0.440
P 0.335 0.872 0.635
S 1.935 1.775 0.141
Cl -1.085 2.137 1.431
H 0.468 -1.809 0.000
H -0.520 -2.046 -1.276
H 0.873 -1.271 -1.653
H -1.976 0.884 -1.595
H -0.324 1.560 -1.825
H -1.002 0.165 -2.629
H 0.835 0.520 2.924
H -0.099 -0.986 2.696
H 1.450 -0.764 1.997

## Properties
structure (SMILES)	CN(C)[P@@](C)(=S)Cl
maximum force	4.15	eV Å⁻¹
HOMO-LUMO gap	0.3686	Ha
highest occupied orbital energy	-9.27	eV

---

Density functional theory data (ωB97M-V/def2-TZVPD) for the molecule C3H9ClO2Si.

Cartesian coordinates (Å):
Cl -2.174 -1.195 -0.717
O 0.075 0.605 -1.229
O -0.469 0.104 1.445
C -0.944 1.488 -1.539
C 0.684 0.783 1.882
C 0.784 -2.052 -0.237
Si -0.338 -0.548 -0.103
H -1.687 0.971 -2.198
H -0.510 2.363 -2.034
H -1.435 1.756 -0.588
H 1.265 1.130 1.031
H 0.450 1.620 2.512
H 1.289 0.081 2.459
H 1.811 -1.754 -0.081
H 0.647 -2.613 -1.156
H 0.551 -2.739 0.555

## Properties
structure (SMILES)	CO[Si](C)(Cl)OC
maximum force	2.37	eV Å⁻¹
HOMO-LUMO gap	0.4264	Ha
highest occupied orbital energy	-10.78	eV